Record 1
The following is a quantum chemistry calculation of a structure of composition C26H31AuN4OSe2Si at a distorted geometry, from OMol25.

```
! RIJCOSX wB97M-V def2-TZVPD def2/J DEFGRID3
* xyz 0 1
Au 1.2359 0.1130 -0.9372
N 1.6053 2.4645 -1.1411
C 1.1217 3.4795 -0.8768
N 0.6259 4.6397 -0.5845
C 0.6150 5.7214 -1.5497
C -0.8226 6.1707 -1.8094
C -1.4933 6.5505 -0.4901
C -1.4643 5.3563 0.4610
C -0.0192 4.9093 0.6858
H 1.0887 5.3707 -2.4681
H 1.2041 6.5573 -1.1489
H -1.3736 5.3535 -2.2813
H -0.8168 7.0173 -2.4967
H -2.5219 6.8640 -0.6741
H -0.9604 7.3917 -0.0372
H -2.0371 4.5319 0.0341
H -1.9146 5.6195 1.4180
H 0.0186 4.0098 1.3029
H 0.5333 5.7085 1.1990
C -3.6254 -2.8665 -3.1480
C -2.4636 -2.2885 -3.6323
C -1.7320 -1.4299 -2.8335
C -2.1197 -1.1626 -1.5245
C -3.2889 -1.7533 -1.0510
C -4.0472 -2.5824 -1.8603
Si -1.0836 -0.0437 -0.3893
C -1.1210 -0.6414 1.4130
C -2.2244 -0.3752 2.2148
C -2.2715 -0.8019 3.5295
C -1.2020 -1.4949 4.0719
C -0.0923 -1.7610 3.2880
C -0.0568 -1.3413 1.9714
H -4.1997 -3.5365 -3.7701
H -2.1271 -2.5082 -4.6364
H -0.8347 -0.9720 -3.2226
H -3.6092 -1.5631 -0.0361
H -4.9659 -3.0105 -1.4843
H -1.7661 1.2807 -0.3959
H -3.0560 0.1793 1.8037
H -3.1400 -0.5846 4.1354
H -1.2295 -1.8257 5.1000
H 0.7511 -2.2908 3.7069
H 0.8140 -1.5553 1.3695
C 4.6068 -0.4232 2.5334
C 3.7897 -0.6534 1.2694
O 2.7755 0.3312 1.1087
H 5.4031 -1.1605 2.5909
H 3.9733 -0.5153 3.4129
H 5.0504 0.5717 2.5317
H 3.2749 -1.6151 1.3217
H 4.4407 -0.6657 0.3887
H 3.2005 1.1698 0.8926
Se 3.3514 -0.7925 -2.3739
Se 2.0563 -2.6177 -3.0342
N 0.6758 -2.5576 -1.9056
C 0.7618 -3.6210 -1.0978
C -0.1809 -3.9712 -0.1226
C 0.0619 -5.0640 0.6703
C 1.2365 -5.8224 0.5328
C 2.1663 -5.5235 -0.4306
C 1.9407 -4.4293 -1.2773
N 2.7630 -4.0515 -2.2643
H -1.0846 -3.3876 -0.0223
H -0.6670 -5.3342 1.4220
H 1.4009 -6.6675 1.1892
H 3.0698 -6.0996 -0.5610
*
```

Computed properties:
**Kohn-Sham gap (spin up / spin down)**: 4.41 / 4.36 eV
**Strongest force on any atom**: 2.944 eV/A
**Energy above the lowest of the compared OMol25 structures with the same formula, charge and spin**: 81.27 kcal/mol
**LUMO level (spin up / spin down)**: -2.134 / -2.152 eV



Record 2
The following is a quantum chemistry calculation of the molecule C14H28N4O3 at a distorted geometry, from OMol25.

```
! RIJCOSX wB97M-V def2-TZVPD def2/J DEFGRID3
* xyz 0 1
C 1.5243 -0.9329 -4.5712
N 0.6753 -0.8503 -3.3932
C 1.1428 -0.5707 -2.1626
O 2.3552 -0.4023 -1.9653
C 0.1773 -0.3510 -1.0008
C -0.0776 -1.6660 -0.2208
C -0.8864 -2.6895 -1.0102
C -1.0953 -3.9361 -0.1954
C -2.0105 -4.9424 -0.8873
N -1.3175 -5.5547 -2.0279
N 0.6365 0.6853 -0.0413
C -0.1805 1.4800 0.5901
O -1.3981 1.4548 0.4453
C 0.4350 2.4405 1.5760
N -0.4226 2.4301 2.7613
C -0.3637 1.4561 3.6359
C -1.5802 1.3339 4.5424
O 0.5630 0.6473 3.7890
C 0.6723 3.8519 0.9283
C 1.6366 3.7308 -0.2876
C 1.2323 4.8874 1.9248
H 2.4656 -1.4278 -4.3134
H 1.0106 -1.5697 -5.3428
H 1.7760 0.0966 -4.8863
H -0.3083 -0.8435 -3.5824
H -0.7780 -0.0015 -1.4155
H 0.8605 -2.1146 0.0772
H -0.6486 -1.4808 0.7286
H -1.8454 -2.2761 -1.3003
H -0.4484 -2.9270 -1.9975
H -1.6465 -3.6938 0.7255
H -0.1643 -4.3864 0.1182
H -2.2888 -5.7326 -0.1692
H -2.9292 -4.4489 -1.2348
H -0.4871 -6.0076 -1.6797
H -1.9707 -6.2625 -2.4255
H 1.6403 0.7726 0.0866
H 1.4136 2.0658 1.8521
H -1.2379 3.0285 2.7423
H -1.5743 2.1641 5.3005
H -2.4739 1.3194 3.9225
H -1.5354 0.4076 5.0745
H -0.2828 4.2712 0.5708
H 2.5195 3.0954 -0.0371
H 2.0262 4.7148 -0.5703
H 1.1161 3.3127 -1.1548
H 0.9995 5.8811 1.5358
H 2.3250 4.7880 2.0368
H 0.7485 4.7528 2.9084
*
```

Computed properties:
**Kohn-Sham gap**: 10.06 eV
**SMILES**: CNC(=O)[C@@H](CCCCN)NC(=O)[C@H](NC(C)=O)C(C)C
**Strongest force on any atom**: 3.780 eV/A
**Energy above the lowest of the compared OMol25 structures with the same formula, charge and spin**: 0.00 kcal/mol
**LUMO level**: 0.747 eV



Record 3
The following is a quantum chemistry calculation of a cluster of 11 separate species, C23H58Cl10O18S6 in total at a distorted geometry, from OMol25.

```
! RIJCOSX wB97M-V def2-TZVPD def2/J DEFGRID3
* xyz 0 1
C -6.5015 12.6292 29.4908
C -5.6666 13.3456 28.4654
O -5.1071 12.4076 27.4940
S -5.2495 12.8672 25.9196
C -4.2392 11.6390 25.1593
O -6.6138 12.6629 25.4766
O -4.6543 14.1780 25.6662
H -5.8256 12.1560 30.1827
H -7.1524 12.0226 28.9509
H -7.0257 13.4021 30.0358
H -6.1431 14.1491 27.8560
H -4.8654 13.9214 28.9202
H -3.1970 11.6772 25.3640
H -4.3814 11.7008 24.0747
H -4.6168 10.7350 25.6862
C 1.6483 5.0525 24.8611
C 2.7097 5.2472 26.0060
O 4.0470 4.7920 25.6321
S 4.9789 5.8459 25.0156
C 5.7700 6.3981 26.5003
O 5.9479 5.1928 24.2551
O 4.1854 6.9169 24.4670
H 0.7885 5.5010 25.3792
H 1.3984 4.0182 24.6277
H 1.8362 5.5857 23.9440
H 2.7366 6.2914 26.4111
H 2.5248 4.5975 26.8336
H 5.0498 6.9857 27.0701
H 6.5126 7.1045 26.2257
H 6.0799 5.5535 27.1151
C 2.7650 13.9982 27.2133
C 2.4087 12.5269 27.0978
O 3.6637 11.8830 26.6342
S 3.6702 10.2790 26.7106
C 2.7922 9.9326 25.2599
O 5.0864 9.8840 26.5675
O 2.9574 9.7291 27.8260
H 3.6989 14.1749 27.7526
H 1.9058 14.5886 27.5573
H 2.9562 14.3414 26.2154
H 2.0461 11.9670 27.9710
H 1.6537 12.3285 26.3149
H 1.7592 10.3347 25.3416
H 2.8573 8.8716 25.2803
H 3.2297 10.4008 24.4427
C -7.5437 13.8845 21.7064
C -6.4891 14.8553 22.1750
O -5.2724 14.0910 22.4099
S -3.8646 14.6783 22.0723
C -3.6795 16.2334 22.9690
O -3.0160 13.6851 22.6106
O -3.7364 14.9818 20.6707
H -7.4712 13.7155 20.6524
H -8.5646 14.1572 21.9295
H -7.3203 12.9786 22.2280
H -6.3117 15.7037 21.4685
H -6.6234 15.3401 23.1208
H -3.8462 16.0106 24.0312
H -4.2956 16.9745 22.5739
H -2.6018 16.4761 22.9594
C 1.6262 7.7116 22.0250
C 0.4998 8.5438 22.5669
O 1.0236 9.9223 22.6528
S 0.1255 11.0679 23.1622
C -0.9758 11.4899 21.8261
O -0.5751 10.6568 24.3253
O 1.1374 12.1194 23.3103
H 2.4279 7.3880 22.7174
H 2.0213 8.3288 21.1973
H 1.2904 6.7370 21.5914
H -0.3758 8.6185 21.8190
H 0.1561 8.2766 23.5685
H -1.4962 10.6603 21.4154
H -0.4294 12.1370 21.1451
H -1.6715 12.1228 22.3150
C 3.0642 15.1277 16.8379
C 2.1758 14.3315 17.8202
O 3.0016 13.4814 18.6552
S 2.1589 12.7370 19.7691
C 3.5161 11.9634 20.5417
O 1.5914 13.7205 20.6149
O 1.2590 11.7782 19.2091
H 3.6519 15.7635 17.4569
H 2.4175 15.7469 16.2511
H 3.6863 14.3595 16.4265
H 1.5806 14.9201 18.5589
H 1.4208 13.6738 17.3013
H 3.9257 11.2403 19.8039
H 3.1658 11.3018 21.4483
H 4.0962 12.8123 20.9426
Cl 5.2325 9.4421 18.8112
C 4.9088 10.5212 17.3772
Cl 5.1442 9.7086 15.9135
H 3.8759 10.8880 17.4302
H 5.6100 11.4188 17.4575
Cl -4.3744 13.1483 16.4874
C -4.5549 13.3987 18.1794
Cl -4.1305 11.9862 19.2135
H -3.8513 14.1725 18.4969
H -5.5836 13.5660 18.3049
Cl 3.9460 15.6046 22.7556
C 2.2713 15.6456 23.4092
Cl 1.5482 17.2026 23.4323
H 1.7271 14.8689 22.7364
H 2.3632 15.2188 24.4467
Cl -1.5057 9.2035 16.3262
C -1.5193 9.7605 18.0034
Cl -2.5069 8.8237 19.1135
H -0.4589 9.6202 18.2679
H -1.7856 10.8377 18.0411
Cl -0.6863 15.4802 24.7977
C -1.4073 13.9668 25.3542
Cl -0.8285 13.5192 27.0066
H -2.5048 14.1036 25.3308
H -1.0731 13.1478 24.7664
*
```

Computed properties:
**Kohn-Sham gap**: 10.68 eV
**SMILES**: CCOS(C)(=O)=O.CCOS(C)(=O)=O.CCOS(C)(=O)=O.CCOS(C)(=O)=O.CCOS(C)(=O)=O.CCOS(C)(=O)=O.ClCCl.ClCCl.ClCCl.ClCCl.ClCCl
**Strongest force on any atom**: 3.610 eV/A
**LUMO level**: 0.228 eV



Record 4
The following is a quantum chemistry calculation of a cluster of 12 separate species, C28H81NO24 in total at a distorted geometry, from OMol25.

```
! RIJCOSX wB97M-V def2-TZVPD def2/J DEFGRID3
* xyz 0 1
C -7.5939 7.1529 16.3012
O -7.3941 5.7602 16.2760
C -7.5332 5.2270 14.9936
C -7.7109 3.6472 15.1635
N -8.8961 3.1801 15.9372
C -10.1546 3.8559 15.4323
C -11.4081 3.1242 15.8579
O -11.4583 3.1010 17.3228
C -12.8007 2.8059 17.7805
H -6.7942 7.6836 15.7787
H -7.5138 7.4513 17.3446
H -8.5662 7.5057 16.0106
H -6.6040 5.4001 14.4385
H -8.3021 5.7966 14.4207
H -6.7258 3.2682 15.5127
H -7.8671 3.2729 14.1480
H -8.7468 3.3182 16.9588
H -10.1302 3.8875 14.3291
H -10.2711 4.8822 15.7226
H -11.5143 2.0723 15.4729
H -12.1783 3.7612 15.3953
H -13.2914 3.7432 17.5240
H -12.7700 2.6492 18.8154
H -13.2696 1.9746 17.2377
O -8.2941 2.7543 23.1131
C -9.4222 3.5977 22.9647
C -9.6660 4.0594 21.5929
O -8.5324 4.8781 21.1682
H -7.5901 3.1045 22.5117
H -10.3268 3.0837 23.3831
H -9.2230 4.4937 23.5676
H -10.5864 4.6886 21.6261
H -9.8434 3.2621 20.9002
H -8.2672 4.5949 20.2443
O -10.9410 -1.8771 23.9700
C -10.8352 -0.7918 24.7815
C -9.5527 -0.0456 24.6287
O -9.3379 0.2462 23.2197
H -10.1017 -2.3252 23.8856
H -11.6334 -0.1343 24.4576
H -10.9726 -0.9833 25.8621
H -8.7385 -0.6688 25.0346
H -9.6400 0.9118 25.1547
H -8.8682 1.1219 23.1931
O -8.3812 0.3370 16.0800
C -7.4181 -0.0084 15.0664
C -7.3888 -1.5205 15.2216
O -6.3684 -2.1349 14.4280
H -8.7159 1.2496 15.9944
H -7.7820 0.3038 14.0818
H -6.4575 0.5177 15.2030
H -8.4021 -1.8764 14.9236
H -7.3424 -1.7199 16.2968
H -6.4611 -3.0912 14.4224
O -9.4303 -3.8535 15.0113
C -9.0513 -4.4388 16.2164
C -10.1057 -4.6211 17.3280
O -10.8374 -3.4468 17.6205
H -10.3206 -3.4928 15.0796
H -8.7122 -5.4694 16.0213
H -8.1801 -3.8984 16.5719
H -9.5425 -5.0497 18.1987
H -10.9096 -5.2996 16.9821
H -10.3085 -2.6262 17.6923
O -7.3922 -3.1004 21.1816
C -8.7573 -3.3572 20.9439
C -8.9973 -4.6810 21.6521
O -8.1175 -5.6840 21.0955
H -7.1460 -2.1604 21.2205
H -9.3738 -2.5660 21.2806
H -9.0125 -3.4714 19.8916
H -10.0194 -4.9835 21.5628
H -8.7197 -4.5872 22.7035
H -7.3007 -5.2071 20.8546
O -7.1318 3.9958 18.3356
C -5.9285 3.6339 18.9720
C -5.8387 2.1129 18.8724
O -6.9856 1.5553 19.4216
H -6.9840 4.6955 17.6950
H -5.0579 4.0932 18.5289
H -5.8641 3.8466 20.0149
H -4.9696 1.7601 19.4211
H -5.8056 1.8488 17.8000
H -7.8613 1.8258 19.0431
O -12.2382 -3.2948 20.0192
C -12.8515 -2.0706 19.6809
C -13.9607 -2.0330 18.5784
O -14.1659 -0.6732 18.1062
H -11.7649 -3.5171 19.2163
H -13.3512 -1.5733 20.5021
H -12.1508 -1.3556 19.2848
H -14.9387 -2.2509 19.0108
H -13.7080 -2.6894 17.7341
H -13.3084 -0.3926 17.7588
O -12.7692 3.0020 21.5897
C -13.1239 1.8919 22.3690
C -14.0556 1.0537 21.6471
O -15.2823 1.8059 21.4696
H -13.5892 3.3465 21.2060
H -12.1790 1.3439 22.5734
H -13.5571 2.1391 23.4192
H -14.2511 0.1011 22.1167
H -13.5856 0.9017 20.6270
H -15.8382 1.4626 20.7860
O -6.9783 -2.8865 18.3637
C -5.5581 -2.7602 18.5615
C -5.1583 -1.3456 18.8476
O -5.8075 -0.9618 20.0106
H -7.3400 -2.4657 19.1187
H -5.2312 -3.3910 19.3965
H -5.1847 -3.1960 17.6300
H -5.4426 -0.6598 18.0726
H -4.0725 -1.2770 18.9829
H -6.3001 -0.1645 19.7882
O -12.0975 -2.9461 14.9435
C -12.6654 -1.7003 14.4584
C -11.9046 -0.4603 15.0421
O -12.0926 -0.4039 16.4633
H -12.3818 -2.9953 15.8719
H -12.5641 -1.6847 13.3255
H -13.7065 -1.7018 14.7320
H -12.1718 0.4862 14.5477
H -10.8620 -0.7138 14.7943
H -11.2879 -0.6288 16.9361
O -9.7523 -0.8406 18.0159
C -9.5968 -0.3838 19.4143
C -10.2581 0.9370 19.6386
O -9.5705 1.9579 18.9282
H -9.0549 -0.5491 17.4164
H -10.0853 -1.1486 20.0317
H -8.5628 -0.3151 19.7437
H -10.3086 1.1733 20.6960
H -11.2857 0.9300 19.2795
H -10.2021 2.3560 18.2890
*
```

Computed properties:
**Kohn-Sham gap**: 9.72 eV
**SMILES**: COCCNCCOC.OCCO.OCCO.OCCO.OCCO.OCCO.OCCO.OCCO.OCCO.OCCO.OCCO.OCCO
**Strongest force on any atom**: 3.061 eV/A
**Energy above the lowest of the compared OMol25 structures with the same formula, charge and spin**: 0.00 kcal/mol
**LUMO level**: 0.198 eV



Record 5
The following is a quantum chemistry calculation of a cluster of 4 separate species, C17H44BO12P in total at a distorted geometry, from OMol25.

```
! RIJCOSX wB97M-V def2-TZVPD def2/J DEFGRID3
* xyz 0 1
C 0.9897 1.5286 2.7059
C 2.1930 1.1428 1.6489
C 1.6988 -0.2570 0.8821
O 2.0984 -0.2537 -0.5330
C 1.0379 0.2489 -1.4186
O 0.1147 1.2165 -0.8069
P -1.5461 0.6235 -0.9603
O -1.7583 -0.6855 -0.0826
O -1.9292 0.1388 -2.6243
O -2.6209 1.9332 -0.5576
B -2.7451 2.1338 0.8998
C -2.3325 3.5987 1.5832
O -3.2761 1.1059 1.8603
H 0.0199 1.8075 2.0847
H 0.6924 0.6111 3.3989
H 1.2415 2.5000 3.3417
H 3.2090 0.9572 2.2100
H 2.3065 1.9468 0.7757
H 0.5770 -0.5210 1.0844
H 2.3343 -1.1230 1.4032
H 1.5924 0.8326 -2.2998
H 0.4371 -0.6681 -1.8542
H -2.5018 0.8880 -2.9729
H -2.5507 4.4280 0.7851
H -2.9574 3.7555 2.5854
H -1.1875 3.6283 1.8701
H -2.5854 1.1153 2.6085
C 2.5532 0.8835 -5.3156
O 3.1737 1.8844 -4.5160
C 4.5619 1.6166 -4.2977
C 5.4426 2.5007 -5.1856
O 5.3126 2.1418 -6.5649
C 4.4930 3.0573 -7.2833
H 1.5550 1.2356 -5.5924
H 3.1180 0.6884 -6.2306
H 2.4497 -0.0406 -4.7382
H 4.7876 0.5553 -4.4523
H 4.7700 1.8554 -3.2492
H 6.4913 2.3385 -4.9135
H 5.2161 3.5625 -5.0326
H 5.0224 4.0069 -7.4102
H 3.5391 3.2290 -6.7785
H 4.2918 2.6349 -8.2719
C -6.1681 -3.6926 -1.9691
O -6.1648 -2.9908 -0.7308
C -4.9044 -2.3679 -0.4670
C -4.9637 -0.8617 -0.7380
O -5.1099 -0.5926 -2.1360
C -6.4422 -0.2245 -2.4758
H -7.1974 -3.9874 -2.1937
H -5.7991 -3.0705 -2.7883
H -5.5568 -4.5967 -1.8842
H -4.1025 -2.8404 -1.0458
H -4.6893 -2.5245 0.5955
H -4.0153 -0.4107 -0.4261
H -5.7667 -0.3888 -0.1606
H -6.6583 0.7777 -2.0925
H -7.1717 -0.9372 -2.0832
H -6.5258 -0.2069 -3.5662
C 2.3359 -2.1456 7.9873
O 1.4295 -2.9297 7.2194
C 0.6122 -2.1260 6.3637
C 1.0998 -2.1891 4.9132
O 2.3662 -1.5394 4.7640
C 3.4388 -2.4698 4.6650
H 3.0441 -2.8208 8.4768
H 2.8981 -1.4477 7.3620
H 1.7881 -1.5953 8.7589
H 0.5686 -1.0901 6.7192
H -0.4005 -2.5406 6.4111
H 0.3892 -1.6472 4.2794
H 1.1451 -3.2251 4.5575
H 3.4000 -2.9774 3.6960
H 3.4113 -3.2068 5.4713
H 4.3800 -1.9166 4.7318
*
```

Computed properties:
**Kohn-Sham gap**: 8.86 eV
**SMILES**: CCCOCO[P@](=O)(O)OB(C)O.COCCOC.COCCOC.COCCOC
**Strongest force on any atom**: 6.072 eV/A
**LUMO level**: -0.045 eV



Record 6
The following is a quantum chemistry calculation of the ion C10H21BClN2O4S2 with charge +1 at a distorted geometry, from OMol25.

```
! RIJCOSX wB97M-V def2-TZVPD def2/J DEFGRID3
* xyz 1 1
C 3.2352 4.0538 -0.2067
C 2.4286 2.7113 -0.6912
O 3.2427 1.4888 -0.7760
B 2.7414 0.4217 0.1118
O 3.3832 0.3209 1.4677
C 1.5914 -0.6978 -0.2451
O 0.8465 -0.8023 1.0192
C 0.2113 -2.1188 1.1894
C -1.3560 -1.9254 1.7376
N -1.9954 -0.9095 0.8121
C -3.3678 -0.5104 1.3207
C -4.0700 0.6517 0.3733
C -4.1719 0.2012 -1.2171
O -3.3396 1.9578 0.4804
C 0.4786 -0.4037 -1.4124
Cl -0.5634 1.1276 -1.3531
S 1.3702 -0.8420 -3.0385
C 2.4275 -2.1350 -2.1146
N 2.4214 -1.8654 -0.7407
S 3.4169 -3.0328 0.1145
H 4.3504 4.1155 -0.5574
H 3.1704 4.1696 0.9797
H 2.6276 4.9882 -0.6334
H 1.9212 2.8436 -1.7635
H 1.5433 2.4993 0.0547
H 2.8965 0.9041 2.1260
H 0.1230 -2.7518 0.2093
H 0.8705 -2.6999 1.9961
H -1.8925 -2.9618 1.5096
H -1.3701 -1.6335 2.8719
H -2.1456 -1.4070 -0.1143
H -4.0187 -1.5026 1.3249
H -3.2672 -0.1324 2.4238
H -5.1869 0.7407 0.7531
H -3.9391 -0.9529 -1.3090
H -3.3391 0.7566 -1.8432
H -5.2034 0.5078 -1.7201
H -3.3905 2.1564 1.4787
H -0.3562 -1.2570 -1.4066
H 3.0173 -3.0422 -2.6117
H 4.6582 -3.0325 -0.5997
*
```

Computed properties:
**Kohn-Sham gap**: 6.47 eV
**Strongest force on any atom**: 5.814 eV/A
**LUMO level**: -5.372 eV



strongest force on any atom of number 4 (C28H81NO24)?
3.061 eV/A



Which value of strongest force on any atom does entry 2 give?
3.780 eV/A